C25H40BCrO4 | ωB97M-V/def2-TZVPD

The geometry in XYZ format:
```
71
Properties=species:S:1:pos:R:3:forces:R:3:mulliken_spin:R:1
O -2.1953 -4.0659 -0.0094 -0.368 -2.584 0.705 0.033
C -1.5355 -5.0428 0.8950 0.680 0.463 0.354 -0.002
C -2.6462 -6.0711 0.8349 -0.081 0.644 -0.408 0.000
H -1.4175 -4.6306 1.9018 0.180 0.168 -0.421 0.001
H -0.5669 -5.3824 0.4997 -0.261 0.224 0.058 0.000
C -3.2967 -5.0186 -0.1072 -0.606 -0.995 0.001 0.004
H -3.1755 -6.2058 1.7860 0.141 -0.144 -0.313 0.000
H -2.3719 -7.0209 0.3621 -0.229 0.189 0.161 0.000
C -4.5909 -4.4773 0.4631 -0.068 0.257 -0.264 0.000
H -4.4189 -3.9830 1.4256 -0.011 -0.100 -0.170 0.000
H -5.3015 -5.3024 0.5960 0.087 0.137 0.003 0.000
H -5.0260 -3.7607 -0.2396 -0.042 0.083 0.176 0.000
C -3.4691 -5.5673 -1.5124 -0.134 0.302 -0.067 0.000
H -2.5042 -5.8986 -1.9137 -0.203 0.088 0.038 0.000
H -3.8905 -4.7870 -2.1541 0.149 -0.127 -0.120 0.000
H -4.1658 -6.4182 -1.4955 0.163 0.189 -0.004 0.000
Cr -0.7457 0.6546 -1.6015 1.021 -2.416 -0.054 3.784
C 0.6653 1.7044 -2.9058 0.510 -0.523 -1.333 0.087
C 1.7040 1.4763 -1.8324 0.392 0.343 -0.005 -0.037
C 1.3176 0.0769 -1.3899 -0.168 -0.272 -0.396 -0.092
H 2.7276 1.4377 -2.2692 0.729 0.031 -0.483 -0.070
C 0.7666 -0.6081 -2.5660 0.112 1.197 -0.460 0.013
C 0.3287 0.4292 -3.4994 1.407 -0.216 0.808 -0.018
H -0.1316 0.2382 -4.4725 0.023 0.131 0.452 0.009
H 0.5722 2.6827 -3.3847 -0.144 -0.442 -0.027 0.016
H 1.8633 -0.4296 -0.5906 -0.095 0.158 -0.313 0.050
H 0.7473 -1.6856 -2.7354 -0.242 0.346 0.039 0.036
C -1.2740 2.7252 -1.1696 -2.024 0.269 0.645 -0.003
C -2.3282 2.1624 -1.9926 -0.526 0.950 1.245 0.068
C -2.8741 1.0137 -1.3042 0.336 1.030 1.010 0.022
H -2.7500 2.6038 -2.9027 0.527 -0.353 0.254 0.033
C -2.2186 0.9176 -0.0117 -0.434 1.410 -0.497 0.196
C -1.2055 1.9596 0.0612 -1.553 0.093 -0.418 -0.111
H -0.5997 2.1786 0.9481 -0.094 -0.197 -0.578 0.006
H -0.7435 3.6599 -1.3475 -0.032 -0.520 -0.149 0.006
H -3.7023 0.3906 -1.6307 0.215 0.155 0.018 -0.001
H -2.5220 0.2808 0.8063 0.155 -0.111 -0.207 0.021
O -1.1155 -2.4538 2.3073 1.358 -0.339 -0.342 0.003
C -0.9490 -1.9292 0.9722 -0.227 1.397 -0.415 0.057
C 0.3200 -2.5381 0.3658 -0.872 -0.769 0.290 0.057
H -0.8403 -0.8307 1.0471 0.281 -0.524 -0.020 -0.092
H -1.8647 -2.1192 0.3993 0.536 0.146 0.349 0.076
C 1.2127 -2.6499 1.5952 0.125 0.530 -0.008 -0.004
H 0.7310 -1.9744 -0.4587 -0.067 0.256 0.163 -0.043
H 0.0854 -3.5355 -0.0360 0.154 0.343 0.162 -0.018
C 0.2246 -2.7536 2.7673 -0.279 -0.206 0.433 0.002
H 1.8352 -1.7510 1.7140 -0.151 -0.193 -0.140 0.000
H 1.8742 -3.5108 1.5346 0.099 -0.081 0.130 0.001
H 0.4909 -2.0570 3.5802 -0.103 -0.262 -0.170 -0.001
H 0.2357 -3.7855 3.1585 -0.162 0.305 0.124 0.001
C 4.5774 3.5928 0.7638 0.308 -0.095 -0.321 0.004
C 3.0588 3.5706 0.9370 0.058 -0.063 -0.010 0.001
C 2.8452 3.5573 2.4319 -0.256 0.181 0.439 0.000
O 2.5530 2.3229 0.4129 0.419 1.069 0.266 -0.003
B 1.9900 2.6152 -0.8058 -0.854 -1.358 -0.788 -0.100
O 1.8258 3.9576 -1.0713 0.565 0.327 0.812 0.013
C 2.2743 4.6831 0.1037 -0.100 -0.278 -0.064 -0.004
C 1.0520 5.2602 0.8125 -0.188 -0.158 0.209 0.003
C 3.0981 5.8786 -0.3395 0.355 0.050 -0.002 0.000
H 5.0108 4.4784 1.2490 -0.078 -0.128 -0.211 0.000
H 4.8978 3.5544 -0.2840 -0.130 0.072 0.141 -0.001
H 4.9921 2.7058 1.2658 -0.156 0.228 -0.191 0.000
H 3.4381 2.7312 2.8514 -0.231 0.250 -0.064 0.000
H 3.2082 4.4997 2.8667 -0.166 -0.206 0.040 0.000
H 1.7995 3.3982 2.7036 0.084 0.087 -0.026 0.000
H 1.3886 5.8975 1.6431 -0.214 -0.206 -0.073 0.000
H 0.5014 5.8958 0.1042 0.116 -0.244 0.164 -0.001
H 0.3680 4.4860 1.1869 0.195 0.193 -0.114 0.001
H 3.9878 5.5889 -0.9110 -0.214 0.094 0.122 0.000
H 2.4678 6.5299 -0.9615 0.215 -0.201 0.127 0.000
H 3.4004 6.4483 0.5527 0.071 -0.075 -0.292 0.000
```
Positions in Å, forces in eV/Å.

The calculation puts the LUMO energy (alpha / beta) at 2.58 / 2.57 eV. For the total energy, the calculation gives -63859.7297 eV. Its spin multiplicity is 5. The value obtained for the strongest force on any atom is 2.7 eV/A. The frontier orbital gap (alpha / beta) is 3.01 / 4.16 eV. The charge is -1.